[1]
14 unconnected molecules or ions with the total composition C5H41N2O13, computed with ωB97M-V with the def2-TZVPD basis set.

Properties
Charge = +1
2S+1 = 1
ΔE to the lowest compared entry with this formula, charge and spin = 3.3657 eV

Geometry as XYZ:
```
61
Properties=species:S:1:pos:R:3:forces:R:3
N 1.392 -0.957 -1.729 0.7 1.0 -1.1
C 1.270 0.404 -2.367 -0.6 2.0 0.7
C 0.135 0.627 -3.359 -0.7 -1.1 -1.4
C 1.161 1.414 -1.189 0.0 -0.2 1.3
N 0.620 0.780 0.017 0.3 -0.4 0.0
C -0.815 0.574 0.077 -0.4 0.2 -0.5
C -1.260 -0.199 1.299 -0.1 1.6 1.1
H 2.278 -1.311 -2.090 -0.3 -1.0 -0.3
H 1.569 -0.815 -0.727 -0.7 0.3 0.4
H 0.508 -1.447 -1.902 0.5 -0.8 -0.2
H 2.203 0.663 -2.859 0.1 -0.5 -0.1
H -0.071 1.666 -3.541 0.3 0.8 0.6
H -0.872 0.228 -3.130 0.8 -0.1 0.4
H 0.372 0.301 -4.392 0.1 -0.4 0.6
H 2.141 1.727 -0.836 0.3 0.1 -0.4
H 0.618 2.316 -1.468 -0.1 -0.1 -0.4
H 0.939 1.314 0.813 0.1 0.0 0.1
H -1.334 1.550 -0.027 -0.1 -0.6 0.1
H -1.106 -0.033 -0.785 -0.1 0.2 -0.3
H -0.723 -1.130 1.425 -0.1 -0.3 -0.1
H -2.349 -0.299 1.278 0.2 -0.5 -0.1
H -1.083 0.412 2.216 0.1 -0.4 -0.5
H -1.135 4.289 0.984 -0.2 0.1 -0.2
H 0.016 3.475 0.388 0.1 0.6 0.3
O -0.510 4.282 0.244 0.2 -0.5 -0.1
H -3.644 3.325 1.337 -0.2 0.6 0.1
H -3.837 4.863 1.734 0.0 -0.6 -0.2
O -3.211 4.129 1.658 0.4 0.0 0.1
H -3.302 -2.129 -3.783 0.2 0.2 -0.2
H -4.151 -3.167 -3.174 0.2 -0.5 -0.1
O -3.350 -3.088 -3.714 -0.7 0.2 0.2
H 0.683 -1.420 4.694 0.1 0.5 0.1
H 1.961 -1.527 5.421 0.2 0.4 0.2
O 1.320 -0.848 5.173 -0.3 -0.9 -0.1
H -6.029 0.531 -1.715 0.0 0.1 0.0
H -4.536 0.868 -1.597 0.0 0.1 -0.1
O -5.226 0.305 -1.237 0.1 -0.2 0.1
H 1.508 2.518 2.580 0.7 0.3 -0.5
H 2.433 3.516 1.737 -0.4 -0.3 0.2
O 1.663 2.931 1.692 -0.2 -0.1 0.2
H 0.229 -3.172 2.659 0.1 -0.1 0.4
H 1.500 -2.392 2.830 -0.1 0.0 0.3
O 0.785 -2.774 3.357 0.1 0.1 -0.6
H -0.330 -5.247 1.825 -0.5 0.3 0.5
H 0.422 -4.707 0.717 0.1 0.7 -0.2
O -0.195 -4.392 1.391 0.2 -1.1 -0.4
H -2.182 3.687 -2.488 0.0 -0.4 0.0
H -1.205 3.688 -1.348 -0.3 -0.4 0.3
O -1.712 3.063 -1.916 0.0 0.8 -0.3
H 1.699 0.508 4.213 0.0 0.3 -0.4
H 2.111 1.822 4.740 0.1 0.5 0.0
O 1.923 1.419 3.888 -0.1 -0.6 0.6
H 5.134 -1.249 -1.883 -0.4 0.3 0.8
H 4.647 -1.354 -3.219 -0.7 0.3 -0.3
O 4.342 -0.986 -2.374 0.8 -0.7 -0.5
H -1.238 -2.976 -1.937 0.1 0.3 0.2
H -1.398 -2.959 -3.386 0.1 0.4 -0.2
O -0.953 -2.441 -2.693 0.1 -0.7 0.4
H 3.433 -3.108 1.408 0.1 -0.1 0.1
H 3.196 -4.309 0.470 0.1 0.4 0.1
O 3.132 -3.344 0.526 -0.2 -0.2 -0.2
```
Positions in Å, forces in eV/Å.

---

[2]
21 unconnected molecules or ions with the total composition C5H48N2O21, computed with ωB97M-V with the def2-TZVPD basis set.

Properties
2S+1 = 1

Geometry as XYZ:
```
76
Properties=species:S:1:pos:R:3:forces:R:3
C 1.528 -3.383 0.790 -0.2 -0.5 0.1
O 0.452 -0.758 -2.186 0.7 -0.4 -0.4
N 1.661 -2.358 0.255 0.3 2.7 -0.4
C 0.667 -0.418 -1.041 -1.7 0.4 0.8
N -0.331 0.342 -0.398 2.1 -1.0 2.2
C 1.948 -0.988 -0.262 -0.2 -0.5 -0.8
C -0.170 0.660 1.066 1.4 -0.4 -1.1
C -1.595 0.743 -0.972 -0.2 2.3 1.0
H 2.827 -1.072 -0.957 -1.2 0.1 0.3
H 2.312 -0.298 0.495 -0.3 -0.3 0.4
H 0.728 1.290 1.197 0.0 -0.6 0.0
H -0.109 -0.277 1.632 0.0 0.5 -0.1
H -0.940 1.278 1.477 -1.0 0.0 -0.3
H -2.470 0.583 -0.297 0.9 -0.3 -0.2
H -1.528 1.874 -1.087 -0.3 -1.2 -0.3
H -1.781 0.257 -1.882 -0.1 -0.6 -1.3
O -4.494 1.042 1.614 0.7 -1.8 1.7
H -4.968 0.150 1.659 1.4 1.6 0.5
H -3.666 0.989 2.193 -1.6 -0.6 -1.2
O -0.219 -0.524 3.963 1.5 1.6 0.4
H -0.056 0.388 4.371 0.1 -2.2 -0.9
H 0.645 -0.840 3.542 -0.9 0.6 1.0
O -2.391 2.196 3.375 0.7 -0.4 2.1
H -1.445 2.260 3.730 -2.2 -0.2 -0.5
H -3.000 1.950 4.145 1.5 0.5 -1.4
O -0.605 4.409 -0.037 0.1 1.3 1.6
H -1.568 4.380 0.270 1.2 0.0 0.1
H -0.129 5.132 0.488 -1.4 -1.3 -1.2
O -2.895 4.022 1.352 -1.8 -0.2 0.7
H -2.873 3.256 2.013 -0.2 1.4 -1.0
H -3.848 4.356 1.288 2.0 -1.0 0.2
O 3.734 1.140 1.695 0.8 1.5 0.6
H 4.567 1.336 2.235 -1.9 -0.2 -1.3
H 3.303 2.021 1.450 0.8 -1.4 0.7
O 3.544 0.917 -2.168 -1.3 1.0 -1.1
H 3.083 1.786 -1.934 0.9 -1.9 -1.0
H 3.264 0.653 -3.104 0.3 0.9 2.0
O 2.549 -5.795 2.927 1.1 -1.6 -0.5
H 2.584 -6.130 1.973 0.4 0.7 2.2
H 3.171 -6.366 3.484 -1.3 1.1 -1.6
O -0.119 -0.309 -4.826 0.5 0.9 1.2
H -0.064 0.691 -4.677 0.0 -2.3 0.1
H 0.182 -0.770 -3.977 -0.5 1.5 -1.4
O 2.099 -3.539 -2.517 -1.5 1.1 0.1
H 1.908 -2.997 -1.683 0.0 -1.4 -2.1
H 1.323 -3.418 -3.155 1.6 0.1 1.7
O 5.846 -2.016 -1.384 -0.3 -1.1 -1.6
H 6.530 -2.588 -1.862 -1.8 1.2 0.8
H 4.966 -2.099 -1.877 2.1 -0.1 0.8
O -5.668 1.586 -0.591 1.2 -0.8 -0.7
H -5.148 1.498 -1.455 -0.9 -0.1 2.0
H -5.149 1.114 0.138 -0.7 1.4 -1.9
O 3.361 -5.553 -0.249 -0.6 -1.9 -0.6
H 2.421 -5.919 -0.175 2.0 0.7 -0.6
H 3.898 -6.176 -0.838 -1.5 1.2 1.2
O -1.709 -2.252 0.318 1.6 -0.9 -1.4
H -1.623 -3.221 0.039 0.0 2.2 0.6
H -0.888 -1.757 -0.005 -1.8 -1.4 0.5
O -3.019 -1.296 -3.766 1.5 1.1 -0.2
H -2.092 -1.405 -4.157 -1.9 0.7 0.8
H -3.118 -0.340 -3.451 0.4 -2.0 -0.7
O 2.460 -1.201 3.183 1.4 -0.4 -1.2
H 3.048 -2.024 3.214 -1.3 1.7 -0.3
H 2.779 -0.615 2.422 -0.1 -1.1 1.6
O 2.123 3.479 0.960 -1.3 0.5 -1.1
H 1.217 3.750 1.320 1.8 -0.7 -1.2
H 2.087 3.526 -0.050 -0.4 0.1 2.2
O -4.160 1.139 -2.899 0.3 1.2 -2.0
H -3.509 1.883 -3.118 -1.5 -1.4 0.2
H -4.803 1.045 -3.675 1.4 0.4 1.5
O -2.499 -1.316 2.796 0.7 0.9 -1.2
H -2.426 -1.468 1.798 0.2 0.1 2.0
H -1.642 -0.881 3.112 -1.5 -1.0 -0.6
O -0.092 4.073 -2.615 0.7 1.6 0.0
H -0.348 4.267 -1.655 0.5 0.0 -1.5
H 0.342 4.903 -2.999 -1.1 -1.8 1.0
```
Positions in Å, forces in eV/Å.

---

[3]
A molecular structure, C5H4AgF4O4, computed with ωB97M-V with the def2-TZVPD basis set.

Properties
Charge = +2
2S+1 = 2

Geometry as XYZ:
```
18
Properties=species:S:1:pos:R:3:forces:R:3
O 2.705 -1.660 1.205 -1.2 2.5 -0.5
C 2.086 -0.597 0.866 -1.7 3.4 -0.6
O 2.356 0.062 -0.373 0.1 -2.6 2.3
C 0.974 0.324 -0.867 -0.6 -1.7 1.7
C 0.400 0.952 0.472 -2.2 1.6 0.1
F 0.735 2.305 0.684 0.3 -3.0 -0.6
C -1.206 0.875 0.733 -0.2 1.6 0.3
O -1.912 0.237 -0.349 1.2 -2.0 1.7
C -1.999 -1.164 -0.187 -1.5 -1.5 -1.3
F -1.063 -1.711 0.709 -1.7 1.3 -1.6
F -1.689 -1.723 -1.458 -0.8 1.2 3.0
F -3.289 -1.546 0.203 3.8 1.0 -1.0
O 1.054 0.114 1.498 3.1 -2.7 -1.8
H 0.623 -0.759 -1.052 -0.5 2.0 0.0
H 0.920 0.931 -1.856 -1.6 -0.1 2.2
H -1.449 0.479 1.772 0.5 0.2 -1.5
H -1.548 1.975 0.732 0.6 -1.7 -0.2
Ag 2.303 0.905 -2.733 2.4 0.4 -2.4
```
Positions in Å, forces in eV/Å.

---

[4]
2 unconnected molecules or ions with the total composition C5H4Br2N2, computed with ωB97M-V with the def2-TZVPD basis set.

Properties
SMILES = c1cn[nH]c1.BrC#CBr
2S+1 = 1
ΔE to the lowest compared entry with this formula, charge and spin = 1.9303 eV

Geometry as XYZ:
```
13
Properties=species:S:1:pos:R:3:forces:R:3
C -1.275 -0.244 1.762 -3.0 1.1 3.2
C -1.333 0.325 0.502 2.2 -1.4 0.0
N -0.356 -0.184 -0.265 -1.0 1.2 -0.7
N 0.235 -1.080 0.494 -0.5 0.4 -0.5
C -0.292 -1.176 1.712 0.8 -0.5 0.1
H -1.982 0.103 2.632 1.7 -1.2 -1.8
H -1.970 1.093 0.232 -1.0 1.2 -1.0
H 1.090 -1.467 0.195 0.7 -0.6 -0.5
H 0.174 -1.946 2.263 -0.2 -0.3 1.4
Br 2.991 -0.592 -2.027 0.1 -0.3 -0.2
C 1.789 0.651 -2.495 -0.1 0.6 0.7
C 1.021 1.572 -2.389 0.4 -0.3 -0.8
Br -0.093 2.945 -2.617 -0.2 0.1 0.1
```
Positions in Å, forces in eV/Å.

---

[5]
A molecular structure, C5H4Cl4O3, computed with ωB97M-V with the def2-TZVPD basis set.

Properties
2S+1 = 1
ΔE to the lowest compared entry with this formula, charge and spin = 5.1214 eV

Geometry as XYZ:
```
16
Properties=species:S:1:pos:R:3:forces:R:3
C 1.876 -1.528 -0.629 -7.0 2.8 1.3
C 0.776 -0.947 -0.163 3.9 -4.1 -3.2
O -0.566 -0.497 0.186 2.2 -1.6 -2.9
C -1.133 -0.064 -1.103 1.8 4.6 -3.6
O -0.633 0.986 -1.629 -2.8 -5.6 2.6
O -2.159 -0.785 -1.797 2.1 1.1 3.8
C -3.076 -1.453 -0.878 -1.6 -1.7 0.4
H 2.616 -2.057 -1.352 -1.5 1.4 2.1
H -3.683 -2.213 -1.524 1.2 1.6 1.1
H -2.554 -2.065 -0.055 -0.5 1.1 -1.4
H -3.831 -0.733 -0.380 1.4 -0.9 -1.0
C 2.473 2.271 1.865 -0.2 0.2 0.1
Cl 1.161 2.850 2.918 0.2 -0.1 -0.1
Cl 1.888 0.908 0.880 1.1 1.3 0.8
Cl 3.001 3.591 0.796 -0.1 -0.2 0.2
Cl 3.843 1.735 2.865 -0.2 0.1 -0.2
```
Positions in Å, forces in eV/Å.

---

[6]
C5H4ClF3N2O2S in the gas phase, computed with ωB97M-V with the def2-TZVPD basis set.

Properties
SMILES = O=S(=O)(Cl)/N=C/C=C\N=C/C(F)(F)F
2S+1 = 1

Geometry as XYZ:
```
18
Properties=species:S:1:pos:R:3:forces:R:3
O -2.983 -1.651 0.932 0.0 -0.3 -0.7
S -2.413 -0.530 1.580 -2.5 1.7 -0.7
O -3.282 0.588 1.915 1.1 -1.0 -0.1
Cl -1.705 -1.285 3.247 0.7 -0.3 1.5
N -1.078 -0.043 0.822 1.4 -1.7 -0.8
C -0.561 1.066 1.204 -2.4 1.5 0.8
C 0.682 1.641 0.938 0.4 -4.2 -2.5
C 1.685 1.015 0.184 -0.5 1.6 1.2
N 1.565 -0.075 -0.520 0.6 0.3 -0.1
C 1.509 -1.058 -1.286 -0.6 1.9 1.8
C 0.715 -0.906 -2.559 0.4 0.0 -2.6
F 0.083 -2.015 -2.978 -0.1 0.6 1.0
F -0.143 0.145 -2.517 1.1 -1.4 0.0
F 1.647 -0.684 -3.573 -0.8 0.4 1.0
H -1.298 1.675 1.776 0.9 0.1 0.1
H 0.860 2.489 1.426 1.1 3.2 1.7
H 2.683 1.527 0.309 -0.9 -0.9 -1.0
H 2.034 -1.898 -0.900 -0.1 -1.5 -0.7
```
Positions in Å, forces in eV/Å.

---

[7]
A molecular structure, C5H4ErO4, computed with ωB97M-V with the def2-TZVPD basis set.

Properties
Charge = +3
2S+1 = 4
ΔE to the lowest compared entry with this formula, charge and spin = 0.0000 eV

Geometry as XYZ:
```
14
Properties=species:S:1:pos:R:3:forces:R:3
C -2.829 0.111 1.318 -0.2 0.4 0.1
C -3.590 -0.246 2.179 0.8 0.5 -0.3
H -4.209 -0.459 3.032 0.0 -0.2 -0.3
H -1.068 0.711 2.365 0.2 0.4 -0.4
O -2.125 0.645 0.288 0.2 0.8 0.2
C -0.990 1.313 0.549 -1.9 -3.6 1.8
O -0.372 1.784 -0.395 3.7 1.3 -3.0
O -0.469 1.186 1.716 -0.1 0.4 0.6
Er 1.857 1.880 -1.495 -2.7 -1.4 0.7
C 2.965 -1.244 -1.806 0.1 -1.3 1.3
C 2.261 -0.471 -2.490 -0.2 2.4 0.2
O 3.511 -1.991 -0.971 0.1 1.0 -1.2
H 2.072 -0.443 -3.565 0.1 -0.3 0.0
H 2.984 -2.776 -0.725 -0.2 -0.5 0.3
```
Positions in Å, forces in eV/Å.

---

Results for electronic energy: -35443.3483 -51938.8760 -28282.8073 -148311.1486 -61475.4680 -43832.0489 -41021.7584 (in eV, following the order of the records).